Formula: C3H4N2O
Source: OMol25
Level of theory: ωB97M-V/def2-TZVPD

- Multiplicity: 1
- SMILES: C=C=NC(N)=O
- Orbital gap: 0.369 hartree
- Strongest force on any atom: 1.36 eV/A
- Molecular weight: 84.08 g/mol
- Energy above the lowest of the compared OMol25 structures with the same formula, charge and spin: 179.7 kJ/mol
- E_tot: -8202.0234 eV

Element x y z (Å)
N: 2.19 0.12 -0.35
C: 0.95 -0.33 -0.10
N: -0.03 0.67 -0.31
C: -1.13 0.27 0.03
C: -2.30 -0.05 0.47
O: 0.66 -1.49 0.12
H: 2.36 1.11 -0.44
H: 2.94 -0.54 -0.33
H: -2.66 0.90 0.85
H: -2.92 -0.83 0.04

Atom charges from the natural (NBO) analysis, given in e for atoms 1 to 6: atom 1 (N): -0.8086, atom 2 (C): 0.7564, atom 3 (N): -0.5772, atom 4 (C): 0.5678, atom 5 (C): -0.6656, atom 6 (O): -0.6205